1.
{
  "formula": "C15H30N5O2ReSi",
  "method": "ωB97M-V/def2-TZVPD",
  "total_charge": 3,
  "spin_multiplicity": 4,
  "lumo_ev": [-7.98, -9.97],
  "s2": 3.7762,
  "de_lowest_kcal_mol": 0.0,
  "species": ["H", "H", "H", "C", "O", "H", "H", "H", "H", "C", "O", "H", "C", "N", "H", "H", "H", "N", "C", "H", "H", "H", "C", "H", "N", "C", "H", "H", "Si", "H", "C", "H", "H", "C", "C", "H", "C", "H", "H", "C", "C", "H", "H", "H", "C", "N", "H", "C", "H", "H", "Re", "C", "H", "N"],
  "positions_angstrom": [[-0.271979, 0.186563, -3.178772], [-3.688269, 0.120968, 1.408530], [2.684278, -5.350406, 2.133348], [-3.278869, -2.003045, 1.508960], [0.768366, 1.060030, -0.155008], [1.139185, -1.931945, -2.802476], [-1.187582, 0.711535, -1.748248], [4.796886, 4.914655, -1.312615], [0.499690, -1.382012, 2.486732], [2.548328, 6.087104, 1.860264], [-0.452215, -1.212905, -1.665394], [-3.113407, -4.172175, 1.319642], [2.137109, 3.090014, 0.195600], [0.405989, -3.912747, 0.539784], [1.818711, 0.164833, -1.702643], [1.263752, 3.660219, 0.523709], [-0.482718, -2.126630, -3.542787], [-0.078215, -2.723920, 0.911173], [-3.298781, -3.252520, 0.782081], [1.483350, 6.035709, 2.079941], [5.235129, 4.845748, 0.425346], [2.853814, 7.133903, 2.017017], [1.927580, 1.576855, 0.468014], [2.798660, 0.966830, 0.215360], [1.577263, -3.191367, 2.267146], [0.093596, -2.172182, -2.620061], [1.920552, 7.339355, -1.277302], [1.113380, 1.740317, -2.092039], [2.960112, 5.753510, 0.115469], [3.007097, 3.279330, 0.837296], [-3.632051, -0.807626, 0.855961], [0.017609, -3.159038, -2.168648], [-3.882592, 0.105931, -1.085302], [-0.299911, 0.182548, -2.089557], [-3.724060, -0.816731, -0.544139], [1.989387, 5.816817, -2.156570], [1.777963, 6.251350, -1.181451], [5.160765, 6.385100, -0.422208], [-3.903099, -2.051144, -2.334333], [-3.746028, -2.063127, -1.264358], [0.650290, -2.307253, 1.958209], [0.738899, 6.095574, -0.897406], [3.119770, 5.487996, 2.567611], [1.691112, -6.023391, 0.929993], [0.947870, 0.811006, -1.533444], [1.367268, -4.132958, 1.368299], [2.388980, 3.297449, -0.848167], [4.688052, 5.393356, -0.340696], [-3.091523, -2.015592, 2.573299], [1.765835, 1.515042, 1.543475], [-1.734101, -1.908194, -0.135243], [-3.682426, -3.282033, -0.571318], [-3.780972, -4.223575, -1.096084], [2.196872, -5.206931, 1.255210]],
  "forces_ev_per_angstrom": [[-0.05, -0.02, -0.01], [-0.02, 0.01, -0.02], [0.00, -0.01, 0.01], [-0.04, -0.02, -0.05], [-0.10, -0.28, -0.08], [-0.01, -0.01, -0.01], [0.01, 0.00, 0.03], [-0.02, -0.03, 0.00], [-0.01, 0.01, 0.00], [0.07, 0.19, -0.04], [-0.08, 0.08, -0.01], [-0.01, 0.00, -0.01], [0.50, -0.79, 0.08], [0.02, -0.03, -0.01], [-0.01, 0.00, -0.01], [0.03, -0.14, -0.03], [0.00, 0.01, 0.01], [-0.09, 0.10, -0.05], [0.02, 0.01, 0.08], [-0.02, -0.03, -0.02], [-0.01, -0.02, 0.01], [-0.03, -0.03, 0.05], [-0.45, 0.67, 0.22], [0.11, 0.22, -0.11], [0.00, 0.02, 0.00], [0.03, 0.01, 0.04], [-0.05, -0.03, -0.04], [0.00, 0.00, 0.01], [0.09, 0.01, 0.06], [-0.01, 0.47, -0.10], [0.00, -0.02, 0.07], [0.01, 0.01, 0.00], [0.00, -0.01, 0.00], [0.03, -0.09, -0.01], [0.05, 0.10, -0.05], [-0.01, -0.03, -0.01], [0.08, 0.11, 0.05], [0.05, -0.06, -0.01], [-0.01, 0.01, 0.00], [0.03, -0.06, 0.03], [0.03, 0.00, 0.02], [-0.03, -0.01, -0.01], [0.01, -0.03, -0.01], [0.00, 0.00, 0.00], [-0.01, 0.01, -0.01], [0.00, -0.03, -0.02], [-0.06, -0.03, 0.01], [0.01, 0.19, 0.01], [0.00, 0.00, 0.01], [-0.07, -0.31, -0.02], [0.04, -0.15, -0.07], [-0.02, 0.02, -0.02], [0.01, 0.00, 0.00], [0.00, 0.01, -0.01]]
}

---

2.
{
  "formula": "C17H38ClIO6P",
  "method": "ωB97M-V/def2-TZVPD",
  "total_charge": -1,
  "lumo_ev": 2.45,
  "species": ["C", "H", "C", "O", "C", "C", "C", "H", "H", "H", "C", "H", "H", "H", "H", "H", "P", "H", "H", "H", "H", "H", "O", "H", "C", "H", "H", "H", "H", "C", "H", "H", "H", "C", "Cl", "H", "C", "O", "H", "C", "H", "H", "H", "C", "H", "C", "H", "H", "O", "H", "O", "H", "C", "C", "H", "H", "O", "H", "H", "C", "I", "C", "H", "H"],
  "positions_angstrom": [[0.052930, 3.677049, 1.382090], [-4.330718, 2.721346, 1.181014], [-1.111100, 3.809736, 0.372292], [-0.968245, -1.359461, -3.088396], [0.545004, 3.242362, 3.632521], [2.590874, 1.704029, -3.396788], [-2.882798, -2.182746, 0.470233], [0.567928, 2.716690, 1.233713], [-1.148509, -2.424915, 1.739496], [1.497494, 0.629779, -1.188726], [-2.661334, 1.489648, 1.852027], [-3.273267, 2.188309, -0.107046], [0.041672, -3.664558, -0.472495], [-1.697151, -3.912920, 1.013081], [4.522815, -2.675708, 0.128849], [0.713208, -0.303858, -2.480168], [2.058189, -1.780762, -1.064305], [3.208804, -1.665888, 1.967357], [-2.143718, 0.359328, 0.076479], [0.609457, 2.146417, 3.552378], [3.735910, 0.138498, -2.517344], [1.815792, -2.538516, -2.211487], [0.981374, -2.252221, -4.072123], [0.794864, 4.470414, 1.212111], [-1.533199, -2.851818, 0.802579], [2.655627, -0.409629, -3.804364], [3.383068, -1.306727, -0.816699], [-0.913217, 4.686326, -0.250343], [-4.234129, -0.634069, 1.162856], [-2.244091, 0.182230, 1.156168], [2.503347, -3.243759, 2.363320], [-1.073609, 2.951039, -0.306520], [0.220878, -0.658580, 0.021987], [0.636165, -1.666916, 0.083007], [-0.458791, -2.111027, -4.217342], [-0.904755, -2.396822, -1.222692], [1.659711, -0.158114, -1.942341], [-1.068069, -3.417578, -4.242160], [4.073059, -4.306330, 0.642059], [3.702149, -3.277308, 0.565517], [-3.188114, -1.291958, 2.416232], [-2.510648, 4.298648, 1.960465], [4.231028, -2.942847, 2.641387], [-3.211983, -0.983331, 1.360686], [0.988811, -1.838935, 1.103338], [-2.541552, 3.904513, 0.940987], [0.212642, 3.503081, 4.639505], [1.552484, 3.654991, 3.474985], [2.602745, -3.286505, -0.293947], [-3.107870, 4.621781, 0.339178], [-0.388696, 3.773950, 2.727003], [3.476555, 2.085008, -3.902069], [2.724413, 0.260370, -2.939820], [-0.440228, -2.703772, -0.278227], [2.337313, 2.361328, -2.563945], [-1.796657, 1.925449, 2.358830], [-0.745507, -1.408045, -5.442700], [-3.375394, 1.252581, 2.650936], [-2.870386, -1.832462, -0.569691], [3.392546, -2.745422, 1.964022], [0.957392, 1.945155, -4.751796], [-3.277652, 2.561215, 0.925361], [-1.247245, -0.116193, 1.499061], [-3.697620, -2.911570, 0.530422]],
  "forces_ev_per_angstrom": [[-0.02, -0.08, -0.07], [0.08, 0.04, 0.00], [0.05, 0.04, -0.05], [-0.27, 0.09, -0.08], [0.11, -0.01, 0.12], [-0.01, 0.05, 0.20], [-0.08, 0.17, -0.10], [-0.09, 0.04, 0.07], [-0.08, -0.10, -0.01], [0.16, -0.03, -0.03], [0.02, 0.01, 0.12], [-0.04, 0.03, 0.09], [0.01, 0.05, 0.14], [0.01, 0.06, -0.08], [-0.02, -0.06, 0.08], [0.19, 0.13, 0.34], [0.01, 0.22, -0.31], [-0.01, -0.10, -0.07], [0.03, -0.02, 0.10], [-0.02, 0.11, -0.05], [-0.08, 0.05, 0.04], [0.08, 0.01, 0.17], [-0.25, 0.02, -0.24], [-0.01, -0.11, -0.04], [0.13, 0.05, 0.10], [0.15, 0.06, 0.07], [-0.03, 0.06, 0.17], [-0.05, -0.04, 0.07], [0.07, -0.05, -0.04], [0.08, 0.03, -0.07], [0.09, 0.04, -0.02], [0.05, 0.10, 0.02], [0.02, -0.11, 0.04], [-0.15, 0.03, 0.11], [0.08, -0.25, -0.61], [0.17, -0.17, 0.22], [-0.12, 0.04, -0.12], [0.02, 0.09, 0.10], [-0.01, 0.07, -0.01], [-0.04, 0.08, -0.10], [-0.04, 0.06, -0.08], [-0.03, 0.00, -0.09], [-0.06, 0.04, -0.05], [-0.01, 0.05, 0.03], [0.02, -0.01, -0.08], [0.05, -0.06, 0.10], [0.02, -0.04, -0.09], [-0.11, 0.00, 0.01], [0.15, -0.18, 0.21], [0.03, -0.06, 0.02], [-0.02, -0.01, -0.02], [-0.09, -0.06, -0.06], [0.04, -0.13, -0.08], [-0.16, -0.01, -0.16], [0.16, -0.04, -0.04], [-0.07, 0.00, -0.05], [-0.04, -0.03, 0.17], [0.09, 0.01, -0.05], [0.01, -0.11, 0.07], [0.01, -0.07, 0.12], [-0.08, 0.06, -0.11], [-0.07, -0.09, -0.08], [-0.14, 0.00, 0.01], [0.08, 0.03, 0.05]]
}